1.
Molecular formula: C20H50FN7O8P2S
Method: DFT, ωB97M-V/def2-TZVPD

Summary:
- HOMO energy: -0.2878 Eh
- Orbital gap: 5.80 eV
- SMILES string: CC(=O)N(C)CCCCOC(=O)OS(=O)(=O)F.CN(C)P(=O)(N(C)C)N(C)C.CN(C)P(=O)(N(C)C)N(C)C
- LUMO energy: -2.028 eV

```
! RIJCOSX wB97M-V def2-TZVPD def2/J DEFGRID3
* xyz 0 1
S -3.47 5.97 1.79
P 1.32 -4.29 -3.92
P -3.42 -1.22 1.59
F -4.23 6.50 3.23
O -1.54 4.35 3.88
O -2.08 -1.67 2.22
O -0.20 -4.12 -3.69
O -3.89 6.81 0.53
O -3.84 4.49 1.58
O -1.76 6.07 2.05
O 5.98 7.78 2.80
O -1.48 6.80 4.37
N -3.02 -1.91 0.07
N -3.10 0.44 1.68
N 1.09 -5.68 -4.89
N 1.69 -4.66 -2.31
N 3.07 -4.48 -4.19
N -4.97 -0.71 0.87
N 3.79 6.67 2.59
C 6.22 5.28 2.28
C 3.72 -5.58 -4.89
C 5.31 6.64 2.57
C -0.18 3.95 4.31
C -1.76 -1.58 -0.60
C -5.36 -0.85 -0.53
C 3.37 5.93 3.84
C 0.29 -6.81 -4.41
C 1.04 4.60 3.43
C 0.98 -3.90 -1.28
C -3.17 -3.37 0.07
C -1.60 5.77 3.51
C 3.65 -3.21 -4.63
C -2.75 1.30 0.56
C -6.08 -1.11 1.73
C 2.02 -5.97 -1.79
C 1.74 5.93 4.11
C 3.31 5.99 1.31
C 0.61 -5.34 -6.24
C -2.42 0.92 2.88
H -7.01 -0.59 1.46
H 4.80 -5.54 -4.74
H 3.37 -2.99 -5.66
H -1.68 1.25 0.34
H -4.61 -0.45 -1.22
H -2.80 0.39 3.77
H 0.26 -7.61 -5.17
H -6.25 -2.19 1.67
H 5.57 4.42 1.78
H 4.75 -3.23 -4.55
H -2.37 -3.85 0.64
H 1.53 -3.89 -0.33
H -0.12 2.77 4.13
H 7.12 5.50 1.55
H 1.91 3.78 3.35
H 0.72 -6.19 -6.92
H 1.13 -6.55 -1.56
H 0.75 -7.28 -3.54
H 3.86 6.52 4.75
H 3.30 4.80 1.46
H -3.31 1.07 -0.34
H 6.65 4.81 3.28
H 2.19 6.34 1.14
H -5.56 -1.90 -0.80
H 2.66 -6.54 -2.46
H -5.87 -0.85 2.77
H 0.71 4.78 2.30
H 0.02 4.09 5.47
H -2.61 1.98 3.05
H 1.44 6.12 5.22
H 3.94 6.28 0.38
H 1.22 -4.52 -6.66
H 2.60 -5.88 -0.86
H -0.74 -6.53 -4.17
H -0.89 -1.84 0.00
H 1.32 6.86 3.49
H -0.02 -4.32 -1.10
H 3.41 -6.56 -4.52
H -1.34 0.76 2.82
H 3.77 4.83 3.87
H 3.30 -2.39 -4.00
H -4.12 -3.66 0.52
H -6.27 -0.28 -0.73
H -1.69 -2.11 -1.55
H -3.17 -3.77 -0.95
H 3.54 -5.55 -5.97
H -1.71 -0.53 -0.86
H -2.99 2.35 0.79
H -0.43 -5.02 -6.23
H 0.86 -2.85 -1.58
*
```

=====

2.
Molecular formula: C20H52BF4N4O6Pd
Method: DFT, ωB97M-V/def2-TZVPD

Summary:
- ΔE to the lowest compared entry with this formula, charge and spin: 154.9 kcal per mole
- HOMO energy (alpha / beta): -0.3953 / -0.3948 Eh
- Orbital gap (alpha / beta): 7.43 / 2.71 eV
- LUMO energy (alpha / beta): -3.326 / -8.029 eV

```
! RIJCOSX wB97M-V def2-TZVPD def2/J DEFGRID3
* xyz 1 3
Pd 1.50 -4.85 0.45
F -0.22 0.45 1.61
F 1.29 -0.59 0.35
F -0.90 -0.60 -0.15
F -0.11 -1.85 1.54
O 3.23 -4.04 2.83
O -1.42 -1.66 -4.06
O -0.95 6.91 -0.57
O -1.58 -5.04 -0.22
O -6.16 1.82 2.94
O 5.59 -1.39 -1.19
N 1.28 5.24 -0.01
N 4.57 -3.19 0.60
N -0.27 -3.54 -2.25
N -3.14 3.77 2.93
C 5.54 -3.71 -0.40
C 2.42 -4.22 4.09
C -4.49 3.36 3.37
C -1.98 -0.42 -4.32
C -2.33 -4.36 -1.26
C -5.46 4.48 3.87
C -2.27 7.28 -0.76
C 1.80 5.26 -2.39
C -5.07 2.42 2.29
C 1.07 5.98 -1.24
C 6.24 -0.12 -1.16
C 5.26 -3.03 1.88
C -6.68 0.65 2.30
C -0.05 -1.82 -3.89
C 0.41 -3.19 -3.44
C 6.42 -2.50 -0.93
C -0.39 6.23 -1.62
C 4.18 -2.93 3.03
C -1.47 -4.33 -2.49
C -2.41 -5.78 0.67
B 0.01 -0.68 0.88
H -2.13 -4.03 -3.30
H 2.82 5.12 -2.03
H 4.73 -3.13 3.95
H 0.46 -1.66 -4.84
H 3.04 -4.41 4.97
H 0.86 5.74 0.76
H 5.70 0.61 -1.77
H -3.25 -6.26 0.17
H 6.96 -2.71 -1.85
H 1.50 -3.22 -3.39
H 0.22 -3.95 -4.19
H -1.03 5.38 -1.86
H 1.80 5.83 -3.31
H 6.02 -4.57 0.08
H 1.91 -3.28 4.31
H -0.46 6.82 -2.53
H -3.02 -0.53 -4.64
H -2.63 -3.37 -0.92
H 5.03 -4.02 -1.31
H -1.73 -6.45 1.21
H 1.57 4.20 -2.49
H 4.35 -2.25 0.28
H -6.06 4.09 4.69
H -5.30 2.93 1.35
H -2.53 3.01 2.65
H -3.11 4.40 2.15
H 3.62 -2.00 3.08
H 6.52 0.37 -0.22
H -4.93 5.30 4.36
H 5.82 -2.10 1.96
H 7.24 -0.15 -1.59
H -6.03 -0.21 2.38
H -2.98 6.56 -1.15
H -0.58 -2.60 -2.08
H 7.11 -2.23 -0.13
H -1.98 0.35 -3.55
H -2.77 7.76 0.09
H 0.30 -1.01 -3.24
H -6.00 4.90 3.02
H -2.82 -5.16 1.46
H 5.98 -3.82 2.12
H -1.33 -5.36 -2.78
H -7.62 0.32 2.74
H -4.27 2.68 4.19
H -6.80 0.74 1.22
H -4.29 1.74 1.94
H 1.45 6.97 -1.01
H -1.51 0.06 -5.17
H 0.73 4.40 -0.06
H -2.43 8.06 -1.50
H -3.23 -4.92 -1.51
H 1.63 -4.96 3.95
*
```

=====

3.
Molecular formula: C20H52BFN2O11P2Sb
Method: DFT, ωB97M-V/def2-TZVPD

Summary:
- HOMO energy: -0.1427 Eh
- Orbital gap: 2.80 eV
- LUMO energy: -1.088 eV

```
! RIJCOSX wB97M-V def2-TZVPD def2/J DEFGRID3
* xyz -1 1
Sb -0.85 0.38 0.80
P -6.55 -4.32 -4.05
P 7.92 2.32 -1.24
F 2.66 -2.95 2.71
O -1.30 -1.38 -0.12
O 6.32 2.65 -1.81
O -2.89 -2.66 1.53
O -7.11 -4.43 -2.62
O -5.43 -3.12 -3.48
O 9.52 1.99 -0.67
O -7.38 -3.14 -4.85
O 7.41 2.60 0.31
O -7.67 -5.51 -4.61
O -3.74 -1.80 -0.70
O 8.39 3.64 -1.86
N -0.30 2.27 1.50
N -1.93 0.43 -2.18
C -0.29 -0.66 2.69
C 6.13 2.38 -3.18
C 10.54 2.00 -1.64
C -7.66 -6.75 -3.93
C -2.12 3.77 2.72
C 2.43 0.26 0.97
C -0.88 2.66 2.81
C -1.43 1.40 -1.13
C 1.39 -1.08 -1.08
C 1.49 -2.54 3.54
C 2.97 1.96 3.03
C -3.54 0.49 2.76
C -2.98 0.62 1.40
C 2.90 1.80 1.40
C 0.23 -2.20 2.50
C -8.79 -3.07 -4.71
C -2.34 4.27 4.31
C 1.18 0.22 -0.07
C -4.32 -3.66 -2.79
C 8.18 3.46 1.13
B -2.61 -1.93 0.27
H -8.13 -7.50 -4.57
H -3.11 3.33 2.29
H 1.37 -2.12 -0.54
H 2.23 2.63 0.86
H -1.17 -0.11 -2.64
H 8.76 4.18 0.56
H 3.15 0.90 3.55
H 7.51 4.01 1.80
H -4.05 1.42 3.30
H -9.25 -3.60 -5.55
H -8.24 -6.67 -3.00
H 4.00 2.00 0.99
H 6.62 3.15 -3.78
H 0.69 -1.07 -2.02
H -4.61 -1.74 -0.20
H 2.35 -0.45 1.90
H -2.97 3.47 4.89
H 10.86 3.03 -1.84
H -2.33 2.16 -0.92
H -6.64 -7.06 -3.70
H 6.53 1.40 -3.44
H -0.02 3.24 3.40
H -0.57 2.97 0.74
H -4.62 -4.01 -1.80
H -3.77 0.85 0.53
H 1.84 -1.55 4.11
H -3.56 -2.87 -2.68
H 0.61 -0.03 3.15
H 1.31 1.17 -0.78
H -2.47 0.91 -2.94
H 10.21 1.52 -2.56
H 0.48 -2.52 1.41
H 5.06 2.40 -3.40
H 2.50 -0.97 -1.51
H 3.97 2.57 3.26
H -3.88 -4.49 -3.36
H 3.37 -0.15 0.36
H 2.05 2.52 3.51
H -1.28 4.35 4.85
H -3.89 -2.82 1.64
H -1.22 1.80 3.53
H 1.19 -3.33 4.36
H -0.53 1.99 -1.61
H -3.55 -0.57 3.26
H -9.09 -2.02 -4.75
H -9.13 -3.50 -3.77
H -1.12 -0.67 3.51
H -2.86 5.32 4.38
H 8.85 2.86 1.75
H 11.40 1.46 -1.25
H -1.74 4.75 2.16
H -0.66 -2.90 2.89
*
```

=====

4.
Molecular formula: C20H52Cu2O20S6
Method: DFT, ωB97M-V/def2-TZVPD

Summary:
- HOMO energy (alpha / beta): -0.4102 / -0.4730 Eh
- Orbital gap (alpha / beta): 7.95 / 5.84 eV
- LUMO energy (alpha / beta): -3.214 / -7.032 eV

```
! RIJCOSX wB97M-V def2-TZVPD def2/J DEFGRID3
* xyz 1 4
Cu 5.61 2.20 1.09
Cu 2.67 0.45 1.85
S -1.48 4.28 -2.03
S 0.35 2.70 3.56
S 4.34 -2.38 0.68
S 1.69 1.10 -6.29
S -4.11 0.34 -0.42
S -0.72 -4.45 1.12
O 3.86 -3.94 0.84
O -0.08 4.34 -1.69
O -4.90 1.03 0.64
O 2.59 2.03 -5.26
O 0.90 0.24 0.48
O -4.20 0.71 -1.87
O -4.34 -1.31 -0.29
O 0.27 -4.93 0.19
O 5.81 -2.31 0.99
O 3.33 -1.48 1.29
O -2.30 3.75 -0.62
O 3.60 1.64 0.16
O -2.12 -4.62 0.85
O 1.48 2.03 2.99
O 2.51 0.38 -7.25
O -2.10 5.44 -2.73
O 0.54 1.91 -6.75
O -0.47 -5.17 2.61
O -0.78 1.59 4.02
O 0.53 3.73 4.61
C 2.91 4.29 -4.45
C 1.14 -5.94 4.28
C 2.78 1.44 -0.98
C 4.28 -2.28 -1.07
C -0.67 3.49 2.22
C -4.69 -1.84 0.92
C -6.19 -2.03 0.98
C -0.32 -2.71 1.64
C -3.66 4.10 -0.33
C 2.99 3.36 -5.68
C 1.25 1.04 -0.65
C -4.06 5.59 -0.20
C 4.05 -6.32 0.79
C -1.78 2.81 -3.16
C 4.77 -4.99 0.70
C -2.40 0.40 0.21
C 1.13 -0.17 -5.06
C 0.73 -5.95 2.77
C -1.81 2.05 4.85
C -2.95 1.07 4.89
H 5.67 -4.93 1.31
H 1.51 -5.38 2.27
H -3.92 3.57 0.58
H -5.04 5.81 0.23
H 0.58 0.37 -4.28
H 4.38 -1.22 -1.31
H -4.27 -2.84 0.80
H 0.77 -2.59 1.65
H -4.09 6.01 -1.20
H -4.41 3.75 -1.04
H -6.71 -1.08 1.13
H -0.77 -2.64 2.62
H 0.58 -6.93 2.31
H 5.07 -5.06 -0.35
H 1.93 4.47 -4.02
H 2.21 -5.95 4.51
H 5.16 -2.81 -1.44
H -2.30 -0.25 1.08
H -6.62 -2.58 0.14
H 3.98 3.26 -6.14
H 3.72 -6.50 1.82
H 3.37 5.26 -4.69
H 3.58 3.87 -3.70
H -1.59 3.93 2.60
H -2.19 1.40 0.59
H -3.33 0.93 3.88
H 3.36 -2.72 -1.45
H 0.43 -0.79 -5.63
H -4.25 -1.33 1.78
H -6.43 -2.55 1.90
H -1.76 1.87 -2.62
H 0.80 0.59 -1.53
H 3.23 -6.47 0.09
H 3.03 0.60 -1.63
H -2.55 0.11 5.23
H -0.91 2.84 -3.83
H -1.35 2.17 5.83
H 2.47 3.79 -6.54
H 2.82 2.31 -1.62
H 2.00 -0.70 -4.68
H -0.88 2.72 1.48
H 0.72 1.99 -0.58
H 4.74 -7.11 0.53
H -0.08 4.23 1.67
H -2.69 3.03 -3.72
H -3.70 1.38 5.61
H 0.81 -5.01 4.75
H 0.75 -6.80 4.82
H -1.66 0.14 -0.54
H -0.70 -2.07 0.84
H -2.10 3.07 4.61
H -3.35 6.13 0.43
*
```

=====

5.
Molecular formula: C20H52NO8P3
Method: DFT, ωB97M-V/def2-TZVPD

Summary:
- HOMO energy: -0.3315 Eh
- Orbital gap: 9.59 eV
- LUMO energy: 0.575 eV

```
! RIJCOSX wB97M-V def2-TZVPD def2/J DEFGRID3
* xyz 0 1
P -0.91 -2.73 0.99
P 1.47 -2.07 -0.39
P 2.24 0.57 0.23
O -2.77 5.73 -5.62
O -2.23 2.72 -1.98
O 2.96 -2.37 0.01
O 0.62 -3.08 0.53
O 1.16 -2.17 -1.81
O 7.07 -2.69 2.11
O -2.16 -3.00 7.32
O 1.08 -0.67 0.25
N -1.12 -2.46 2.50
C 5.82 -1.56 0.36
C 1.17 2.02 0.02
C -3.70 5.15 -7.83
C 4.81 -3.96 0.40
C -3.56 -2.79 7.42
C 2.70 0.70 1.98
C -2.23 1.30 -2.08
C -3.90 5.80 -6.47
C 6.85 -3.33 3.35
C -1.73 7.84 -6.37
C -4.60 3.04 -2.56
C 3.31 -3.66 0.58
C -1.90 0.78 -3.46
C 6.18 -1.63 1.84
C -4.30 -3.89 8.16
C -1.59 6.35 -6.11
C 5.64 -2.91 -0.33
C -3.15 3.40 -2.82
C -1.77 -4.18 6.63
C -2.25 -4.26 5.20
H -4.81 1.99 -2.77
H -4.00 -2.63 6.43
H 5.28 -1.68 2.45
H -0.68 -4.16 6.66
H -4.87 3.23 -1.51
H -5.25 3.64 -3.19
H -2.93 5.66 -8.42
H 3.30 -0.18 2.21
H -3.89 -4.02 9.16
H -3.19 0.89 -1.73
H -1.85 -5.16 4.72
H -3.40 4.11 -7.71
H -2.65 1.07 -4.20
H -5.36 -3.62 8.25
H -1.30 -1.70 0.13
H 4.91 -0.97 0.27
H 1.87 0.75 2.69
H 4.87 -4.87 -0.20
H -0.77 8.26 -6.68
H 5.79 -3.49 3.52
H -4.69 5.27 -5.93
H 6.59 -1.00 -0.17
H -4.24 -4.84 7.64
H 6.64 -3.33 -0.44
H -1.92 -3.39 4.62
H 6.68 -0.69 2.11
H -2.06 8.36 -5.46
H -3.66 -1.85 7.96
H 7.28 -2.75 4.17
H -4.23 6.84 -6.58
H 1.75 2.87 0.39
H 5.27 -2.77 -1.34
H 2.72 -4.43 0.10
H 3.05 -3.66 1.64
H -0.23 -2.52 2.98
H -2.90 3.25 -3.87
H -1.22 5.84 -7.00
H -4.63 5.19 -8.40
H -1.85 -0.31 -3.45
H 3.33 1.58 2.08
H -1.47 0.97 -1.37
H -2.46 8.05 -7.16
H 7.33 -4.30 3.30
H -0.93 1.16 -3.80
H 5.24 -4.20 1.36
H -3.00 4.46 -2.61
H -2.07 -5.07 7.20
H 0.26 1.94 0.61
H 0.95 2.15 -1.03
H -3.33 -4.30 5.13
H -1.62 -3.83 0.50
H -0.84 6.19 -5.33
*
```